This record from the Open Molecules 2025 dataset describes 2 unconnected molecules or ions with the total composition C3H9N2O2 at a distorted geometry. The level of theory is ωB97M-V with the def2-TZVPD basis set.

ORCA input file:
```
! RIJCOSX wB97M-V def2-TZVPD def2/J DEFGRID3
* xyz 1 3
C -2.23824 0.52081 -1.49623
C -1.74283 -0.31047 -0.62796
C 0.35255 -1.13432 0.17019
N 1.49705 1.35968 1.38127
N -0.39056 -0.67727 -0.77092
O 1.59580 -1.25694 -0.21954
O 0.61939 0.34159 1.58996
H -3.24432 0.92684 -1.33279
H -1.64844 0.69254 -2.43111
H -2.24082 -0.88543 0.13564
H -0.00048 -1.75088 0.99771
H 1.47104 1.40836 0.33187
H 1.44252 2.26580 1.80820
H 2.49277 1.00161 1.79940
H 0.06900 -0.50002 -1.60615
H 1.96557 -2.00191 0.27047
*
```

Summary:
- <S²>: 2.010
- LUMO (spin up / spin down): -3.30 / -6.38 eV
- Relative energy (zero: lowest compared OMol25 entry of this formula, charge and spin): 261.0 kJ/mol
- Energy: -379.15481 Eh